{
  "formula": "C7H10",
  "method": "ωB97M-V/def2-TZVPD",
  "charge": 0,
  "fmax_ev_per_a": 1.55,
  "gap_ev": 8.455,
  "relative_energy_kj_mol": 434.9,
  "e_homo_ev": -8.03,
  "elements": ["C", "C", "C", "C", "C", "C", "C", "H", "H", "H", "H", "H", "H", "H", "H", "H", "H"],
  "xyz": [[1.456287, -0.744535, -0.251167], [0.861597, 0.628590, 0.126955], [-0.042652, 1.099768, -1.022973], [-1.371910, 0.442616, -0.859734], [-1.567306, 0.353910, 0.631097], [-0.187318, -0.123338, 1.024413], [0.088817, -1.344348, 0.094183], [1.851934, -0.895014, -1.263351], [2.212972, -1.048493, 0.482632], [1.518982, 1.387424, 0.563455], [0.333506, 0.891925, -2.021618], [-0.232322, 2.175291, -1.021833], [-0.670735, -1.234346, -0.794236], [-1.846039, 1.348855, 0.994172], [-2.382362, -0.325639, 0.898349], [0.076070, -0.233096, 2.083211], [-0.034462, -2.372172, 0.438253]],
  "forces_ev_per_a": [[0.1, -0.1, 0.0], [0.1, 0.0, 0.1], [0.0, -0.3, -0.2], [-0.8, 0.7, -0.3], [0.0, 0.0, 0.1], [0.0, -0.1, 0.0], [-0.7, -0.2, -0.6], [-0.1, 0.1, 0.2], [-0.2, 0.0, -0.1], [-0.1, -0.2, -0.1], [0.4, 0.0, -0.1], [-0.2, 0.2, 0.2], [1.2, -0.3, 1.0], [0.1, 0.2, 0.0], [0.2, 0.0, 0.1], [-0.1, -0.1, -0.3], [0.2, 0.1, 0.1]],
  "lowdin_charge": [-0.135, -0.250, -0.219, 0.035, -0.218, -0.258, -0.135, 0.110, 0.113, 0.131, 0.104, 0.127, 0.115, 0.122, 0.106, 0.139, 0.113]
}